Record 1
This record from the Open Molecules 2025 dataset describes a cluster of 8 separate species, C18H61ClN7O4 in total in a non-equilibrium geometry. The level of theory is wB97M-V/def2-TZVPD.

XYZ file:
```
91
Properties=species:S:1:pos:R:3:forces:R:3
N 0.977 -3.084 0.181 0.5 0.2 -0.5
H 1.955 -2.834 0.147 0.5 0.1 0.4
H 0.874 -3.883 -0.428 -0.5 -0.4 -0.1
H 0.459 -2.282 -0.151 -0.7 0.4 -0.3
H 0.701 -3.299 1.128 -0.3 -0.4 1.2
N -3.000 -1.487 -7.723 -1.0 0.1 0.6
H -3.892 -1.889 -7.474 -0.7 -0.2 -0.2
H -3.069 -1.074 -8.642 0.3 -0.1 -0.8
H -2.326 -2.229 -7.599 0.8 0.2 -0.3
H -2.902 -0.730 -7.061 0.7 0.6 0.7
N 3.880 -0.284 -3.858 -0.3 -0.7 0.2
H 2.879 -0.349 -3.975 -0.6 0.0 -0.1
H 4.141 0.674 -4.042 0.5 1.0 -0.2
H 4.342 -0.944 -4.468 0.3 0.0 -0.8
H 4.120 -0.595 -2.927 0.1 0.4 0.6
N -4.064 -5.729 -4.467 0.5 0.0 0.4
H -4.721 -5.278 -5.087 -0.4 0.2 -0.3
H -3.766 -5.106 -3.730 -0.2 0.6 0.6
H -3.210 -5.993 -4.936 0.2 -0.4 -0.6
H -4.478 -6.542 -4.032 -0.4 -0.6 0.1
Cl -2.016 -0.098 -2.797 0.6 1.8 2.8
O -2.773 -1.178 -2.214 -0.1 -0.8 -0.6
O -2.776 0.649 -3.720 -1.5 0.6 -1.0
O -1.544 0.740 -1.706 -0.3 -0.5 -0.6
O -0.868 -0.559 -3.509 1.8 -1.8 -1.0
C 2.058 -2.273 4.468 -0.3 0.2 0.7
C 1.533 -3.715 4.691 0.6 1.3 0.3
N 0.296 -3.940 3.976 -0.3 -2.6 -1.5
C -0.822 -3.152 4.483 0.1 1.5 -0.6
C -2.168 -3.162 3.666 0.8 -0.3 1.1
C -0.040 -5.397 4.066 -0.5 0.0 -1.4
C 0.902 -6.354 3.317 0.1 -0.1 0.6
H 1.824 -1.663 5.341 0.2 0.1 0.0
H 1.562 -1.760 3.645 -0.1 -0.2 -0.2
H 3.131 -2.191 4.293 0.0 -0.3 0.1
H 2.365 -4.376 4.446 -0.6 -0.4 -0.5
H 1.317 -3.925 5.739 0.3 0.3 0.5
H -0.928 -3.277 5.561 -0.6 -0.6 0.2
H -0.430 -2.136 4.445 -0.3 0.3 -0.1
H -2.669 -4.130 3.686 0.2 -0.1 -0.2
H -2.878 -2.477 4.130 0.2 0.1 0.2
H -2.044 -2.805 2.643 0.2 -0.2 -0.1
H -1.009 -5.515 3.581 -0.1 0.1 0.0
H -0.214 -5.748 5.084 0.3 0.2 0.4
H 1.125 -6.035 2.299 0.2 0.4 0.0
H 0.463 -7.341 3.173 -0.4 0.0 0.3
H 1.812 -6.549 3.885 0.2 0.2 -0.3
C 6.384 4.029 -5.412 1.2 -0.3 -0.3
C 5.037 4.468 -4.971 -1.3 0.1 0.8
N 3.934 3.568 -5.385 0.8 -0.5 -0.1
C 2.601 4.009 -4.873 1.3 -1.0 -0.6
C 2.494 4.244 -3.393 -0.3 0.5 0.4
C 3.887 3.517 -6.879 -0.4 -1.0 0.3
C 2.997 2.337 -7.413 0.2 1.4 0.4
H 6.432 2.941 -5.443 -0.1 -0.2 -0.2
H 7.120 4.298 -4.654 0.1 0.3 -0.2
H 6.728 4.424 -6.368 -0.1 -0.1 0.0
H 5.115 4.505 -3.885 -0.6 -0.2 0.1
H 4.756 5.484 -5.251 0.3 0.4 -0.3
H 2.375 4.932 -5.406 -0.6 0.1 -0.1
H 1.976 3.161 -5.154 -0.6 0.5 -0.1
H 3.131 5.075 -3.091 -0.1 -0.1 0.2
H 1.463 4.524 -3.178 0.0 0.2 -0.1
H 2.656 3.394 -2.730 0.4 -0.3 -0.2
H 4.868 3.450 -7.350 0.2 -0.1 0.6
H 3.480 4.470 -7.217 -0.3 0.1 -0.3
H 1.980 2.677 -7.219 -0.2 -0.6 -0.3
H 3.177 1.376 -6.931 0.2 0.1 0.4
H 3.147 2.159 -8.478 -0.1 0.3 0.0
C -1.812 1.811 7.730 -0.7 -0.2 -0.1
C -1.861 2.323 6.293 0.4 -0.2 -0.1
N -3.102 2.095 5.552 -0.3 0.1 -0.6
C -2.936 2.445 4.127 0.6 -0.1 0.3
C -2.588 3.916 3.794 0.0 -0.8 0.2
C -4.255 2.789 6.138 0.0 -0.7 0.9
C -5.620 2.498 5.457 0.8 0.6 0.2
H -2.367 0.874 7.788 -0.1 -0.1 0.0
H -2.271 2.490 8.449 0.2 0.0 0.0
H -0.794 1.559 8.028 0.0 0.4 0.0
H -1.545 3.363 6.222 -0.1 0.4 0.4
H -1.056 1.790 5.787 -0.1 -0.2 -0.5
H -2.140 1.797 3.759 0.2 -0.1 -0.1
H -3.828 2.136 3.582 -0.1 0.1 0.1
H -2.252 3.975 2.759 -0.5 0.1 -0.2
H -3.473 4.519 3.997 0.3 0.4 -0.2
H -1.729 4.269 4.365 -0.2 0.1 0.2
H -4.019 3.845 6.268 -0.4 0.5 -0.4
H -4.298 2.448 7.173 -0.2 -0.2 0.1
H -5.718 1.439 5.221 0.1 0.0 -0.2
H -5.717 3.122 4.569 -0.1 -0.3 -0.2
H -6.468 2.759 6.091 0.2 0.1 0.2
```
Positions in Å, forces in eV/Å.

Its net charge is +3. Its energy above the lowest of the compared OMol25 structures with the same formula, charge and spin is 116.6 kJ/mol. As for the LUMO energy: -8.81 eV. As for the HOMO-LUMO gap: 2.96 eV. The energy comes out at -1865.4841 hartree.

Record 2
This record from the Open Molecules 2025 dataset describes a cluster of 13 separate species, C18H62N4O13 in total in a non-equilibrium geometry. The level of theory is wB97M-V/def2-TZVPD.

XYZ file:
```
97
Properties=species:S:1:pos:R:3:forces:R:3
C 0.018 -2.819 3.432 2.7 -1.1 0.0
C 1.183 -2.556 2.457 0.8 -0.7 -0.7
O 2.414 -2.419 3.165 0.7 0.4 0.4
H -0.839 -2.883 2.878 -2.4 0.1 -1.4
H -0.118 -2.125 4.231 0.2 0.8 0.3
H 0.137 -3.811 3.885 0.2 0.1 0.0
H 1.027 -1.745 1.726 -0.2 0.3 0.8
H 1.409 -3.405 1.779 -1.1 -0.1 0.3
H 3.176 -2.674 2.610 -0.8 0.3 0.3
C 5.294 2.068 2.032 0.1 -1.4 -0.5
C 4.695 0.751 1.430 -1.0 2.6 -0.1
O 3.326 1.118 1.067 1.3 -0.2 0.5
H 6.356 1.882 2.192 0.0 0.0 0.5
H 4.754 2.256 2.965 0.4 0.4 -0.2
H 5.290 2.907 1.323 -0.5 -0.3 0.2
H 4.664 -0.014 2.179 0.1 -0.5 0.4
H 5.284 0.451 0.578 -0.1 -0.2 -0.4
H 2.986 0.502 0.415 0.0 -0.5 -0.3
C -1.123 1.252 -4.006 1.7 -0.7 1.9
C -2.271 0.982 -3.012 1.8 0.4 -0.2
O -3.467 1.143 -3.747 -1.2 -0.9 0.5
H -1.249 2.190 -4.520 0.0 0.4 0.1
H -0.927 0.486 -4.730 -0.7 -0.7 -0.6
H -0.135 1.191 -3.442 -1.2 0.7 -0.5
H -2.124 1.681 -2.135 -0.8 -0.5 -1.0
H -2.213 -0.035 -2.585 0.2 0.4 -0.2
H -3.862 0.250 -3.795 0.1 1.0 -0.2
C -2.860 -0.358 3.580 -1.4 0.2 -1.8
C -1.562 0.219 3.153 2.4 -0.9 2.1
O -1.546 1.638 3.094 -0.5 -0.5 -0.7
H -3.516 -0.253 2.706 -0.5 0.1 0.3
H -3.243 0.205 4.386 -0.6 0.8 0.9
H -2.942 -1.401 3.860 0.8 -0.3 0.0
H -1.168 -0.269 2.262 -0.1 0.2 -0.4
H -0.852 -0.093 3.975 -0.2 0.4 -0.7
H -0.844 1.873 2.446 -0.2 0.3 0.1
C -3.657 -2.819 1.021 1.7 -1.9 -1.9
C -3.812 -1.878 -0.222 -0.9 0.8 1.3
O -2.844 -2.108 -1.268 -0.3 -0.6 -1.0
H -3.755 -3.924 0.783 0.0 1.2 -0.1
H -4.328 -2.686 1.842 -0.6 0.8 0.2
H -2.610 -2.724 1.386 -0.7 0.2 0.0
H -3.573 -0.889 0.215 -0.4 -0.1 -0.5
H -4.859 -1.857 -0.607 0.8 -0.2 0.1
H -3.127 -1.885 -2.204 0.1 -0.3 2.1
C 2.808 -2.157 -1.011 -1.9 7.6 0.7
O 3.045 -0.846 -0.878 -0.4 -4.5 0.2
N 3.739 -2.989 -1.210 4.0 -3.9 -1.0
N 1.569 -2.578 -1.033 -2.7 1.0 0.8
H 4.682 -2.646 -1.245 0.1 0.1 -0.1
H 3.582 -3.947 -1.557 0.0 1.0 0.5
H 0.750 -1.950 -0.712 1.1 -0.9 -0.4
H 1.328 -3.525 -1.187 -0.3 -1.0 0.0
C 1.070 3.497 2.127 -3.6 -3.2 -3.6
O 0.226 2.765 1.354 3.8 2.4 3.1
N 0.611 4.486 2.822 -4.8 2.4 1.5
N 2.352 3.383 2.274 3.6 -2.8 -2.2
H -0.415 4.460 2.956 1.1 0.3 -0.2
H 1.115 4.961 3.532 0.5 0.0 0.4
H 2.844 2.675 1.657 -0.8 0.7 0.9
H 2.913 4.154 2.574 -0.1 0.2 0.2
C -0.991 -4.991 0.183 -1.7 1.5 0.6
O -0.713 -4.464 -1.096 -0.5 0.1 -0.3
H -1.118 -4.106 0.826 0.1 -0.5 0.4
H -0.250 -5.606 0.604 1.4 -0.7 0.0
H -1.939 -5.544 0.231 0.1 0.0 -0.3
H -1.418 -3.784 -1.179 0.7 -0.3 -0.5
C -4.477 1.727 -0.547 1.8 2.0 -3.0
O -3.276 1.495 0.154 0.3 -1.2 0.5
H -4.766 0.957 -1.290 0.6 -0.3 1.0
H -4.226 2.571 -1.285 -0.8 -0.6 1.0
H -5.305 1.994 0.036 -1.2 0.3 1.1
H -3.069 2.105 0.884 -0.6 -0.2 -0.4
C -0.136 0.286 -0.481 -1.0 0.5 2.6
O -0.595 -1.037 -0.211 0.8 -0.4 0.9
H 0.074 0.334 -1.463 0.6 0.4 -3.7
H 0.800 0.554 0.019 -0.5 -0.5 0.5
H -0.921 1.010 -0.228 0.4 -0.1 0.1
H -1.495 -1.175 -0.535 0.1 0.1 -0.4
C 2.400 2.262 -2.115 0.5 -0.8 0.4
O 3.585 1.469 -2.053 0.2 1.6 -0.4
H 2.506 3.078 -2.805 0.4 0.3 -0.3
H 2.072 2.647 -1.150 0.2 0.1 0.3
H 1.620 1.630 -2.472 -0.9 -0.3 -0.4
H 3.355 0.631 -1.658 -0.1 -0.6 0.2
C -1.114 4.099 -1.113 0.6 -1.3 1.1
O -1.214 4.688 -2.389 0.3 0.4 0.0
H -2.058 3.625 -0.793 0.2 0.4 -0.5
H -0.796 4.768 -0.287 -0.2 0.0 -0.6
H -0.364 3.276 -1.135 -0.4 0.4 0.1
H -0.304 4.949 -2.597 -0.5 0.0 -0.2
C 1.630 -0.904 -4.158 1.8 2.6 0.1
O 0.694 -1.526 -3.393 -1.4 -0.8 1.7
H 2.122 -1.610 -4.728 1.1 -1.6 -1.9
H 2.476 -0.506 -3.508 -1.1 0.4 -0.8
H 1.224 -0.131 -4.874 0.3 -0.6 1.1
H 1.185 -1.926 -2.633 -1.0 0.4 -0.8
```
Positions in Å, forces in eV/Å.

Its energy above the lowest of the compared OMol25 structures with the same formula, charge and spin is 0.0 kJ/mol. As for the LUMO energy: 0.25 eV. As for the HOMO-LUMO gap: 9.48 eV. The energy comes out at -1919.9773 hartree.

Record 3
This record from the Open Molecules 2025 dataset describes a cluster of 19 separate species, C18H64BBr2IN3O22S in total in a non-equilibrium geometry. The level of theory is wB97M-V/def2-TZVPD.

XYZ file:
```
112
Properties=species:S:1:pos:R:3:forces:R:3
C -6.023 1.983 -3.777 1.5 -0.6 -1.0
C -4.774 1.136 -3.248 -1.1 -0.1 3.1
Br -3.455 0.620 -4.661 -1.5 0.4 1.3
C -4.578 0.759 -1.892 1.3 0.3 -3.7
Br -5.936 1.246 -0.500 1.2 -0.3 -1.4
C -3.309 -0.052 -1.345 -2.3 -0.9 2.6
O -2.844 -1.199 -2.065 0.4 2.6 0.3
B -1.367 -1.086 -1.891 1.9 0.7 -1.3
C -0.549 -0.184 -3.043 -0.1 0.3 -0.9
C 0.988 0.128 -2.652 -0.8 1.5 -1.3
C 1.166 1.722 -2.372 0.4 -0.5 0.7
C 2.511 1.948 -1.487 -0.7 0.8 -0.5
C 2.278 2.905 -0.219 0.7 0.4 0.6
C 2.337 2.130 1.197 -0.3 0.1 -0.1
C 0.919 2.091 1.938 -0.7 -0.9 -0.7
S 0.949 3.061 3.558 -1.8 -0.6 0.0
C -0.730 2.800 4.272 -2.5 -1.9 2.3
N -1.134 1.980 5.363 2.0 2.0 -3.1
N -2.469 2.040 5.575 -0.9 4.1 -4.6
C -2.947 2.946 4.576 2.4 -1.7 1.5
O -1.890 3.436 3.766 -0.4 -1.7 2.4
C -0.522 -2.496 -1.898 0.3 -2.0 0.9
C -1.309 -3.753 -1.312 -1.6 -0.6 -0.9
O -2.436 -4.149 -1.717 3.7 1.1 0.9
N -0.633 -4.530 -0.244 -1.2 0.7 -0.4
C -1.427 -5.729 0.157 0.5 0.0 0.5
C -0.350 -3.688 0.955 1.1 -0.2 0.8
O -1.095 -0.271 -0.657 -1.6 2.1 0.8
C -2.077 0.804 -0.655 0.5 -3.5 -1.4
I -2.630 0.875 1.474 0.2 0.8 0.0
H -6.749 2.293 -2.965 1.0 -0.6 -1.0
H -6.507 1.347 -4.604 0.4 1.0 1.3
H -5.571 2.906 -4.301 -0.9 -1.2 0.8
H -3.755 -0.541 -0.399 0.3 0.8 -1.4
H -0.646 -0.785 -4.019 0.4 1.0 0.9
H -1.041 0.834 -3.236 0.6 -1.3 0.2
H 1.603 -0.064 -3.603 -0.5 -0.1 1.7
H 1.366 -0.437 -1.743 -0.5 0.5 -1.3
H 1.207 2.324 -3.354 0.0 -1.2 1.7
H 0.302 2.159 -1.766 0.9 -0.9 -0.7
H 2.909 0.939 -1.143 -0.4 1.3 -0.4
H 3.275 2.445 -2.170 -0.7 -0.8 0.9
H 3.124 3.687 -0.177 -1.3 -1.1 -0.2
H 1.292 3.499 -0.270 1.5 -1.0 -0.1
H 3.135 2.589 1.867 -1.0 -0.6 -0.9
H 2.643 1.053 1.002 -0.4 1.3 0.3
H 0.618 1.011 2.172 0.4 1.6 -0.2
H 0.095 2.523 1.267 1.3 -0.6 1.1
H -4.008 3.295 4.363 1.8 -0.6 0.3
H -0.195 -2.699 -2.982 -0.8 -0.1 1.7
H 0.465 -2.421 -1.310 -1.5 0.0 -0.9
H -2.394 -5.358 0.626 0.9 -0.9 -0.7
H -0.799 -6.297 0.936 -1.0 0.9 -1.1
H -1.562 -6.431 -0.724 -0.3 1.1 1.1
H -1.209 -2.991 1.229 1.0 -0.8 -0.4
H -0.140 -4.411 1.834 -0.4 1.3 -1.4
H 0.621 -3.092 0.807 -1.6 -0.6 0.1
H -1.784 1.788 -1.139 -0.4 -1.2 1.0
O 4.670 2.965 3.677 -0.2 0.0 0.3
H 3.781 2.815 4.025 0.0 -0.1 0.0
H 5.219 3.055 4.467 0.0 0.1 -0.1
O 1.841 -2.476 -4.388 0.2 -0.2 -0.3
H 1.113 -2.993 -4.753 0.0 0.1 0.1
H 2.631 -2.946 -4.681 -0.1 0.0 0.1
O 5.858 5.588 4.609 0.2 0.4 -0.1
H 6.304 5.842 3.791 -0.1 -0.1 0.0
H 4.922 5.582 4.373 0.1 -0.2 0.0
O 1.244 -5.636 3.234 0.0 -0.5 0.1
H 1.077 -6.211 3.990 0.2 0.1 -0.1
H 2.142 -5.313 3.381 -0.2 0.2 0.0
O 0.854 -6.544 -2.202 0.1 0.0 -0.1
H 0.948 -7.174 -1.478 -0.2 0.1 -0.1
H 0.284 -5.852 -1.837 0.2 0.1 0.1
O 8.148 3.982 5.607 0.0 0.1 -0.1
H 7.569 4.641 5.200 -0.1 -0.1 0.2
H 8.943 4.480 5.835 -0.1 -0.1 -0.1
O -0.339 -9.197 -2.210 -0.1 -0.4 -0.2
H 0.126 -8.932 -3.012 0.0 0.2 0.2
H -1.267 -9.208 -2.471 0.1 0.1 0.1
O -2.068 -6.719 3.189 0.0 -0.2 0.3
H -2.235 -7.295 3.945 -0.1 0.1 -0.1
H -1.170 -6.394 3.335 -0.1 0.1 -0.3
O -2.229 3.754 -6.313 0.1 0.1 0.2
H -2.568 2.899 -6.019 0.0 0.0 -0.1
H -1.783 3.552 -7.143 -0.1 -0.1 0.1
O -5.440 -1.814 1.780 -0.1 0.1 0.1
H -6.007 -1.160 1.353 0.1 -0.1 0.0
H -4.657 -1.311 2.036 0.0 0.0 -0.1
O 8.518 6.947 5.448 -0.2 0.1 0.1
H 7.661 6.752 5.851 0.0 0.0 -0.1
H 8.502 7.903 5.318 0.1 -0.1 0.0
O 1.433 -3.046 4.551 -0.1 0.1 0.1
H 0.934 -2.770 3.772 0.1 -0.1 0.0
H 0.753 -3.312 5.181 0.1 0.1 -0.1
O -2.442 3.100 -2.709 0.0 0.5 -0.2
H -1.969 3.366 -3.509 0.1 0.0 0.1
H -3.369 3.091 -2.977 0.1 -0.1 0.1
O -3.458 1.701 -8.122 -0.3 -0.1 -0.1
H -3.952 1.988 -8.898 0.1 0.0 0.1
H -4.142 1.429 -7.496 0.2 0.0 0.1
O 2.560 3.080 -4.798 0.5 0.3 -0.4
H 3.121 2.529 -5.358 -0.1 0.0 0.1
H 3.102 3.858 -4.621 -0.1 -0.1 0.0
O -4.157 -7.171 0.372 -0.2 -0.3 0.3
H -5.051 -7.332 0.695 0.1 0.1 -0.1
H -3.631 -7.074 1.178 0.1 0.1 -0.1
O 7.550 2.351 2.935 0.1 0.0 0.2
H 7.027 1.598 3.233 0.0 0.1 -0.2
H 7.700 2.864 3.741 0.2 -0.1 0.0
O -2.300 6.794 3.949 -0.2 -0.2 0.0
H -3.071 6.938 3.389 0.1 0.0 0.0
H -2.294 5.839 4.099 0.1 0.1 -0.1
```
Positions in Å, forces in eV/Å.

Its net charge is -1. As for the LUMO energy: 1.57 eV. As for the HOMO-LUMO gap: 6.37 eV. The energy comes out at -8412.4212 hartree.

> Number 2 is which compound?

C18H62N4O13